(1)
DFT (ωB97M-V/def2-TZVPD) results for 14 unconnected molecules or ions with the total composition C46H106O34S7 at a distorted geometry.

Computed properties:
LUMO, eV: 0.06
ΔE to the lowest compared entry with this formula, charge and spin, kJ/mol: 0.0
E, eV: -194873.130
Largest force on an atom, Eh/bohr: 0.0749
Charge: 0

Last column: Löwdin charge in e.
Geometry (Å):
C -4.03 -3.81 1.23  -0.1951
C -3.43 -4.57 0.09  -0.1644
C -2.49 -5.58 0.73  -0.1799
O -2.59 -5.35 2.15  -0.1474
C -3.84 -4.68 2.44  -0.1753
H -5.05 -3.47 1.10  0.1087
H -3.42 -2.91 1.34  0.1042
H -2.94 -3.92 -0.64  0.0933
H -4.27 -5.05 -0.42  0.1148
H -1.50 -5.43 0.32  0.0904
H -2.72 -6.63 0.54  0.1170
H -3.90 -4.09 3.35  0.1089
H -4.61 -5.45 2.55  0.1205
C 2.12 5.40 0.21  -0.1303
C 0.79 4.76 -0.13  -0.1686
C 0.53 3.82 0.99  -0.2116
O 1.77 3.54 1.57  -0.1512
C 2.82 4.25 0.97  -0.1932
H 2.06 6.24 0.90  0.1240
H 2.61 5.73 -0.71  0.0807
H 0.94 4.15 -1.02  0.1135
H 0.05 5.52 -0.37  0.1048
H -0.01 2.92 0.72  0.1148
H -0.09 4.29 1.76  0.1120
H 3.26 3.53 0.27  0.0788
H 3.63 4.53 1.64  0.1280
C -6.98 -0.91 3.44  -0.1604
C -6.84 0.05 2.31  -0.1531
C -5.66 -0.53 1.52  -0.2055
O -4.81 -1.07 2.48  -0.1544
C -5.60 -1.45 3.58  -0.2153
H -7.65 -1.65 2.99  0.1173
H -7.39 -0.53 4.38  0.1235
H -6.67 1.09 2.58  0.1082
H -7.70 0.18 1.65  0.1035
H -5.14 0.22 0.91  0.1111
H -5.87 -1.44 0.96  0.1034
H -5.07 -1.13 4.48  0.1255
H -5.75 -2.53 3.61  0.1081
C 3.50 -2.21 -4.87  -0.1480
C 3.27 -1.18 -3.78  -0.1672
C 3.29 0.16 -4.59  -0.1892
O 2.95 -0.25 -5.87  -0.1601
C 2.74 -1.63 -6.13  -0.1432
H 3.11 -3.19 -4.57  0.0920
H 4.57 -2.36 -5.02  0.1051
H 4.13 -1.14 -3.12  0.0891
H 2.40 -1.44 -3.17  0.0890
H 4.30 0.57 -4.66  0.1060
H 2.66 0.93 -4.13  0.1119
H 3.08 -1.90 -7.14  0.1172
H 1.68 -1.89 -6.10  0.0949
O -5.26 4.88 0.95  -0.3145
S -4.37 4.11 0.06  0.7020
O -3.85 2.81 0.47  -0.3118
O -5.05 4.08 -1.44  -0.2496
C -4.66 2.97 -2.25  -0.2811
C -4.64 3.53 -3.67  -0.0530
C -2.88 5.32 -0.26  -0.0649
H -5.33 2.13 -2.04  0.1149
H -3.71 2.50 -2.00  0.1024
H -5.58 4.02 -3.92  0.0801
H -4.49 2.71 -4.38  0.0758
H -3.88 4.27 -3.92  0.0777
H -3.27 6.31 -0.50  0.0662
H -2.26 4.80 -0.99  0.0496
H -2.25 5.48 0.61  0.0389
O 1.41 -3.64 6.46  -0.2990
S 1.02 -2.71 5.37  0.7088
O 1.17 -1.27 5.41  -0.3069
O 1.56 -3.23 3.89  -0.2616
C 1.39 -2.40 2.80  -0.3119
C 0.87 -3.26 1.65  -0.0328
C -0.83 -3.04 5.05  -0.0709
H 2.23 -1.76 2.52  0.1052
H 0.62 -1.66 3.04  0.0703
H 0.53 -2.62 0.84  0.0674
H 0.04 -3.94 1.85  0.0785
H 1.75 -3.81 1.33  0.0472
H -1.38 -2.56 5.86  0.0641
H -0.98 -4.12 4.95  0.0657
H -1.11 -2.58 4.10  0.0429
O 3.37 -4.12 -2.08  -0.3019
S 4.11 -3.80 -0.87  0.6847
O 3.71 -2.66 -0.02  -0.3157
O 4.29 -5.23 0.05  -0.2729
C 4.69 -5.12 1.44  -0.2668
C 3.72 -6.02 2.21  -0.0485
C 5.84 -3.72 -1.41  -0.0884
H 4.90 -4.14 1.87  0.1036
H 5.72 -5.46 1.48  0.1137
H 3.74 -7.04 1.84  0.0824
H 2.68 -5.69 2.15  0.0645
H 4.01 -5.94 3.26  0.0834
H 5.98 -4.63 -1.99  0.0771
H 6.39 -3.65 -0.47  0.0748
H 5.94 -2.90 -2.12  0.0533
O 4.14 7.51 -1.81  -0.3236
S 4.89 7.46 -3.09  0.7108
O 6.15 8.14 -3.34  -0.2894
O 5.19 5.82 -3.39  -0.2853
C 4.11 4.86 -3.42  -0.2264
C 4.31 3.92 -2.17  -0.0475
C 3.63 7.87 -4.38  -0.1125
H 4.08 4.33 -4.38  0.1188
H 3.21 5.43 -3.21  0.0825
H 3.47 3.27 -1.95  0.0649
H 4.50 4.55 -1.30  0.0669
H 5.24 3.35 -2.29  0.0640
H 2.71 7.32 -4.16  0.0554
H 4.02 7.62 -5.37  0.0696
H 3.40 8.93 -4.41  0.0690
O 4.10 2.94 4.07  -0.2511
S 3.94 1.72 3.35  0.6354
O 4.51 1.62 2.03  -0.2930
O 4.57 0.51 4.26  -0.2457
C 4.97 -0.68 3.62  -0.2897
C 5.01 -1.77 4.70  -0.0348
C 2.22 1.22 3.34  -0.0990
H 5.98 -0.65 3.19  0.1121
H 4.37 -0.89 2.74  0.0906
H 5.80 -1.67 5.45  0.0857
H 5.15 -2.69 4.14  0.0659
H 4.04 -1.86 5.19  0.0631
H 1.59 2.10 3.47  0.0702
H 2.06 0.66 4.26  0.0528
H 2.04 0.66 2.43  0.0484
O -3.19 4.73 5.56  -0.2944
S -3.08 4.03 4.26  0.7078
O -2.52 4.65 3.07  -0.3067
O -2.46 2.49 4.55  -0.2598
C -1.97 1.73 3.48  -0.2831
C -1.21 0.53 4.06  -0.0515
C -4.76 3.43 3.89  -0.0965
H -1.26 2.33 2.92  0.1015
H -2.73 1.36 2.78  0.0987
H -1.86 -0.19 4.55  0.0689
H -0.52 0.83 4.85  0.0796
H -0.69 -0.01 3.27  0.0479
H -5.16 3.19 4.88  0.0723
H -4.68 2.57 3.23  0.0459
H -5.12 4.35 3.43  0.0535
O -2.43 -2.49 -5.26  -0.2773
S -2.28 -1.66 -4.07  0.6976
O -3.34 -0.95 -3.35  -0.3110
O -1.38 -2.38 -2.89  -0.2922
C -0.28 -3.19 -3.16  -0.2764
C -0.59 -4.57 -2.50  -0.0386
C -0.98 -0.35 -4.39  -0.0638
H 0.64 -2.76 -2.75  0.1044
H -0.07 -3.38 -4.22  0.1153
H -1.58 -4.96 -2.74  0.0847
H -0.44 -4.46 -1.42  0.0541
H 0.18 -5.28 -2.79  0.0770
H -0.07 -0.86 -4.68  0.0453
H -0.90 0.19 -3.44  0.0560
H -1.43 0.20 -5.22  0.0669
C -2.33 -0.06 -0.26  -0.0092
O -1.10 0.51 -0.79  0.0234
C 0.01 0.23 -0.18  -0.5970
O 0.09 -0.20 0.97  0.0943
O 1.04 0.50 -0.99  0.0172
C 2.37 0.41 -0.56  -0.0376
H -2.55 0.19 0.78  0.0796
H -2.37 -1.15 -0.32  0.0920
H -3.21 0.20 -0.85  0.0638
H 3.05 0.34 -1.41  0.0816
H 2.51 -0.46 0.08  0.0774
H 2.73 1.21 0.09  0.0773
C -10.75 -0.70 -0.24  -0.0181
O -9.40 -0.17 -0.49  -0.0381
C -8.50 -0.87 -1.25  -0.5181
O -8.78 -1.86 -1.93  0.1048
O -7.28 -0.24 -1.22  -0.0230
C -6.17 -0.93 -1.83  -0.0592
H -11.17 -1.25 -1.09  0.0857
H -11.47 0.11 -0.16  0.0896
H -10.72 -1.36 0.63  0.0933
H -6.15 -0.90 -2.92  0.0932
H -6.09 -1.98 -1.54  0.0986
H -5.22 -0.44 -1.63  0.0518
C 6.03 0.00 0.01  -0.0533
O 6.87 -0.64 -0.96  -0.0350
C 6.88 -0.07 -2.25  -0.5612
O 6.30 0.95 -2.62  0.0944
O 7.60 -0.78 -3.06  0.0035
C 7.73 -0.44 -4.46  0.0013
H 6.59 0.78 0.52  0.1038
H 5.66 -0.72 0.74  0.0665
H 5.06 0.32 -0.38  0.0695
H 8.52 -1.03 -4.94  0.0978
H 8.06 0.59 -4.55  0.0974
H 6.77 -0.50 -4.97  0.0886



(2)
DFT (ωB97M-V/def2-TZVPD) results for a molecular structure, C2H9N2O at a distorted geometry.

Computed properties:
LUMO (spin up / spin down), eV: -5.11 / -3.52
ΔE to the lowest compared entry with this formula, charge and spin, kJ/mol: 602.7
E, eV: -7236.109
Largest force on an atom, Eh/bohr: 0.0976
Charge: +1

Last column: Löwdin charge in e.
Geometry (Å):
C -2.42 0.68 -0.39  0.0959
C 0.77 0.16 0.21  -0.2086
N 1.22 -0.36 1.42  0.1296
N 1.11 -0.91 -1.30  0.2361
O 1.07 1.43 -0.22  0.0290
H -2.57 0.61 -1.45  -0.0093
H -2.29 1.61 0.16  -0.0005
H -2.19 -0.20 0.22  -0.0248
H 0.81 -1.29 1.61  0.1265
H 1.50 0.25 2.23  0.1567
H 1.19 -1.73 -0.72  0.1111
H 0.27 -0.85 -1.73  0.0621
H 1.96 -0.59 -1.79  0.1452
H 1.93 1.89 -0.04  0.1510



(3)
DFT (ωB97M-V/def2-TZVPD) results for 6 unconnected molecules or ions with the total composition C22H40O18 at a distorted geometry.

Computed properties:
LUMO, eV: 0.44
ΔE to the lowest compared entry with this formula, charge and spin, kJ/mol: 6.8
E, eV: -60315.448
Largest force on an atom, Eh/bohr: 0.0677
Charge: 0
SMILES string: CCOC(=O)OC.CCOC(=O)OC.CCOC(=O)OC.CCOC(=O)OC.O=C1OCCO1.O=C1OCCO1

Last column: Löwdin charge in e.
Geometry (Å):
C 6.86 -0.39 -9.33  -0.0558
C 5.63 0.54 -9.19  -0.2015
O 4.48 -0.19 -8.79  0.0398
C 4.40 -0.35 -7.49  -0.5311
O 5.27 -0.07 -6.63  0.0840
O 3.15 -0.89 -7.20  -0.0295
C 3.03 -1.35 -5.83  -0.0527
H 7.76 0.22 -9.26  0.0784
H 6.77 -0.96 -10.26  0.0716
H 6.94 -1.22 -8.63  0.0750
H 5.42 0.88 -10.20  0.1201
H 5.77 1.41 -8.54  0.1233
H 3.81 -2.02 -5.49  0.0952
H 2.05 -1.84 -5.83  0.0936
H 3.03 -0.48 -5.17  0.0897
C -2.76 4.17 7.32  -0.0545
C -1.77 3.39 6.43  -0.2139
O -1.12 4.42 5.72  0.0056
C -0.01 4.19 4.97  -0.5021
O 0.56 3.09 4.86  0.0927
O 0.35 5.40 4.45  -0.0167
C 1.61 5.50 3.83  -0.0608
H -3.08 3.46 8.08  0.0710
H -3.66 4.52 6.81  0.0691
H -2.32 5.01 7.87  0.0797
H -2.13 2.53 5.87  0.1287
H -1.02 2.88 7.04  0.1171
H 1.52 5.00 2.86  0.0920
H 2.38 4.97 4.38  0.0973
H 1.84 6.54 3.63  0.0954
C -6.01 -4.49 -2.83  -0.0582
C -5.08 -5.59 -2.29  -0.2113
O -5.86 -6.14 -1.25  0.0017
C -5.60 -7.34 -0.68  -0.5102
O -4.47 -7.86 -0.73  0.0929
O -6.69 -7.87 -0.10  0.0058
C -6.66 -9.04 0.61  -0.0797
H -6.70 -4.14 -2.07  0.0795
H -6.55 -4.74 -3.74  0.0707
H -5.43 -3.62 -3.12  0.0690
H -4.13 -5.19 -1.93  0.1238
H -4.77 -6.34 -3.02  0.1257
H -6.72 -8.92 1.69  0.0966
H -5.69 -9.55 0.60  0.0911
H -7.41 -9.68 0.15  0.1028
C 6.28 0.59 -0.37  -0.0664
C 7.17 0.02 0.80  -0.1620
O 6.31 -0.46 1.87  0.0104
C 5.70 -1.66 1.82  -0.5813
O 5.73 -2.45 0.87  0.0991
O 5.00 -1.78 2.93  -0.0099
C 3.96 -2.77 3.05  -0.0148
H 5.61 -0.10 -0.88  0.0703
H 6.91 0.87 -1.22  0.0672
H 5.77 1.52 -0.13  0.0679
H 7.76 0.86 1.17  0.1147
H 7.85 -0.75 0.45  0.1187
H 4.52 -3.66 3.33  0.0985
H 3.45 -2.88 2.10  0.0955
H 3.24 -2.51 3.82  0.0928
O -0.21 -2.63 -0.78  0.1209
C 0.06 -1.48 -0.45  -0.5053
O -0.88 -0.43 -0.24  0.0242
C -0.17 0.73 0.27  -0.1167
C 1.25 0.26 0.28  -0.1278
O 1.29 -1.05 -0.27  0.0783
H -0.39 1.61 -0.33  0.1298
H -0.52 0.87 1.29  0.1281
H 1.61 0.20 1.31  0.1345
H 1.85 0.91 -0.36  0.1332
O -4.60 4.05 2.84  0.1486
C -5.45 4.86 3.10  -0.5342
O -6.61 4.55 3.74  0.0587
C -7.43 5.76 3.71  -0.0895
C -6.69 6.72 2.77  -0.1751
O -5.44 6.16 2.67  0.0773
H -8.45 5.50 3.43  0.1316
H -7.33 6.18 4.72  0.1253
H -6.72 7.72 3.20  0.1298
H -7.37 6.83 1.92  0.1268



(4)
DFT (ωB97M-V/def2-TZVPD) results for a single C5H9NO molecule at a distorted geometry.

Computed properties:
LUMO, eV: 0.60
ΔE to the lowest compared entry with this formula, charge and spin, kJ/mol: 301.7
E, eV: -8866.086
Largest force on an atom, Eh/bohr: 0.0911
Charge: 0
SMILES string: CC(C)(C#N)CO

Last column: Löwdin charge in e.
Geometry (Å):
C -0.04 1.16 0.81  -0.0800
C 0.19 -0.24 0.27  -0.5727
C 1.51 -0.10 -0.46  -0.0390
C 0.03 -0.94 1.56  -0.2045
N -0.27 -1.53 2.51  0.1617
C -0.89 -0.76 -0.72  -0.2075
O -1.32 0.29 -1.56  -0.0499
H 0.27 1.83 -0.16  0.1158
H -1.05 1.28 1.23  0.1033
H 0.73 1.38 1.57  0.0989
H 2.36 0.14 0.17  0.0794
H 1.15 1.08 -0.94  0.1505
H 1.76 -1.00 -1.07  0.0939
H -0.45 -1.58 -1.31  0.1263
H -1.72 -1.17 -0.13  0.1261
H -2.25 0.15 -1.75  0.0976



(5)
DFT (ωB97M-V/def2-TZVPD) results for a molecular structure, C34H58BFeN7O2S3Si.

Computed properties:
LUMO (spin up / spin down), eV: -1.43 / -3.25
ΔE to the lowest compared entry with this formula, charge and spin, kJ/mol: 0.0
E, eV: -126171.832
Largest force on an atom, Eh/bohr: 0.0161
Charge: +1
<S²>: 8.769
Spin multiplicity: 6

Last column: Mulliken spin population.
Geometry (Å):
Fe 0.20 0.89 1.65  3.4046
C 0.80 -5.44 -2.63  -0.0041
C 1.10 -4.10 -3.29  0.0047
C 1.32 -4.26 -4.80  0.0067
C 2.37 -3.51 -2.69  -0.0144
N -0.11 -3.23 -3.11  0.0415
C -1.28 -3.54 -3.79  0.0119
C -2.21 -2.63 -3.44  0.0152
N -1.64 -1.77 -2.54  0.0158
B -2.39 -0.49 -2.06  0.0015
N -1.89 0.81 -2.74  -0.0124
C -2.84 1.50 -3.48  0.0049
C -2.25 2.55 -4.07  0.0026
N -0.91 2.52 -3.72  0.0234
C -0.71 1.47 -2.88  0.0000
S 0.80 1.07 -2.18  0.3883
C 0.08 3.53 -4.20  0.0332
C 0.68 4.29 -3.01  0.0048
C 1.16 2.83 -5.02  -0.0016
C -0.63 4.54 -5.09  -0.0032
N -2.61 -0.58 -0.50  0.0202
C -3.41 -1.64 -0.10  0.0020
C -3.82 -1.40 1.16  0.0044
N -3.29 -0.19 1.55  -0.0023
C -2.53 0.29 0.53  0.0489
S -1.60 1.75 0.46  0.0373
C -3.49 0.29 2.96  0.0249
C -3.11 1.75 3.19  0.0195
C -4.98 0.13 3.29  0.0014
C -2.64 -0.59 3.88  -0.0105
C -0.36 -2.15 -2.33  0.0072
S 0.65 -1.39 -1.17  0.5114
H 1.63 -6.12 -2.81  0.0001
H -0.10 -5.90 -3.03  0.0000
H 0.68 -5.32 -1.56  0.0045
H 2.28 -4.73 -4.97  -0.0004
H 1.33 -3.29 -5.29  -0.0011
H 0.56 -4.88 -5.27  -0.0004
H 3.17 -4.20 -2.91  0.0010
H 2.30 -3.40 -1.61  0.0145
H 2.62 -2.54 -3.12  0.0006
H -1.35 -4.38 -4.46  0.0058
H -3.23 -2.52 -3.76  0.0006
H -3.50 -0.62 -2.51  -0.0005
H -3.86 1.16 -3.53  0.0012
H -2.67 3.29 -4.72  0.0006
H 1.39 3.67 -2.46  -0.0084
H -0.11 4.61 -2.34  0.0000
H 1.20 5.17 -3.38  0.0006
H 1.73 2.12 -4.43  0.0055
H 1.85 3.58 -5.42  -0.0020
H 0.71 2.30 -5.86  -0.0008
H -1.39 5.11 -4.55  -0.0002
H -1.08 4.07 -5.96  -0.0001
H 0.12 5.25 -5.45  0.0001
H -3.61 -2.47 -0.75  0.0015
H -4.44 -2.00 1.80  0.0008
H -3.60 2.41 2.48  0.0000
H -2.04 1.92 3.13  0.0045
H -3.45 2.01 4.19  0.0009
H -5.59 0.68 2.57  -0.0003
H -5.16 0.54 4.28  0.0001
H -5.30 -0.91 3.30  -0.0001
H -1.58 -0.49 3.63  0.0374
H -2.92 -1.64 3.79  0.0006
H -2.77 -0.28 4.91  0.0002
C 0.63 4.03 0.70  -0.0006
O 0.46 3.18 1.83  0.0504
C 0.54 3.84 3.09  0.0150
C 1.38 2.99 3.99  0.0017
O 0.88 1.67 3.89  0.0377
C 1.38 0.85 4.94  0.0047
H -0.15 4.80 0.68  0.0006
H 0.55 3.40 -0.18  0.0057
H 1.62 4.50 0.73  0.0013
H -0.47 3.95 3.49  -0.0052
H 0.97 4.84 2.98  0.0041
H 1.32 3.35 5.02  0.0016
H 2.43 2.99 3.67  -0.0028
H 0.96 1.18 5.90  0.0024
H 2.47 0.92 4.98  -0.0008
H 1.09 -0.17 4.73  -0.0026
C 1.08 -2.67 4.18  0.0043
Si 1.09 -2.23 2.35  -0.0435
C 2.34 -3.35 1.51  0.0221
C -0.67 -2.61 1.79  0.1747
N 1.41 -0.56 1.92  0.0862
C 2.72 -0.05 1.92  -0.0125
C 3.75 -0.60 2.69  0.0157
C 5.01 -0.03 2.72  -0.0032
C 5.29 1.12 1.99  0.0136
C 4.29 1.66 1.19  -0.0100
C 3.03 1.08 1.15  0.0371
H 0.80 -3.73 4.25  -0.0003
H 0.34 -2.11 4.75  -0.0002
H 2.05 -2.56 4.68  0.0006
H 1.87 -4.30 1.25  0.0015
H 3.19 -3.58 2.16  0.0013
H 2.74 -2.89 0.60  -0.0058
H -0.72 -3.56 1.25  -0.0055
H -1.05 -1.84 1.12  -0.0645
H -1.34 -2.69 2.65  0.0161
H 3.56 -1.49 3.28  0.0001
H 5.78 -0.47 3.34  0.0004
H 6.28 1.56 2.02  0.0012
H 4.50 2.53 0.58  -0.0009
H 2.31 1.49 0.45  0.0037



(6)
DFT (ωB97M-V/def2-TZVPD) results for a molecular structure, C2H3LiOPb at a distorted geometry.

Computed properties:
LUMO (spin up / spin down), eV: -1.22 / -1.22
ΔE to the lowest compared entry with this formula, charge and spin, kJ/mol: 180.7
E, eV: -9617.031
Largest force on an atom, Eh/bohr: 0.0507
Charge: 0

Last column: Löwdin charge in e.
Geometry (Å):
C 2.56 1.02 -0.10  -0.1449
C 1.34 0.56 -0.10  -0.3257
O 0.33 -0.05 -0.08  0.1136
Li 4.07 -2.18 -1.55  0.3179
H 2.87 1.75 -0.82  0.0490
H 3.09 1.19 0.89  0.0911
Pb 4.59 -0.85 -4.82  0.0722
H 3.79 -0.66 -0.76  -0.1732



(7)
DFT (ωB97M-V/def2-TZVPD) results for 2 unconnected molecules or ions with the total composition C2ClF2N at a distorted geometry.

Computed properties:
LUMO (spin up / spin down), eV: -2.54 / -2.54
ΔE to the lowest compared entry with this formula, charge and spin, kJ/mol: 331.1
E, eV: -21517.135
Largest force on an atom, Eh/bohr: 0.1106
Charge: 0

Last column: Löwdin charge in e.
Geometry (Å):
C 1.63 0.22 0.04  -0.1904
C -0.82 -0.18 -0.02  -0.7955
N 2.75 0.42 0.07  -0.0444
F -1.03 -0.91 1.06  0.1024
F -0.97 -0.91 -1.11  0.1026
Cl -1.56 1.36 -0.04  0.8252



(8)
DFT (ωB97M-V/def2-TZVPD) results for 2 unconnected molecules or ions with the total composition C2H7P at a distorted geometry.

Computed properties:
LUMO (spin up / spin down), eV: 0.01 / -0.45
ΔE to the lowest compared entry with this formula, charge and spin, kJ/mol: 430.1
E, eV: -11471.505
Largest force on an atom, Eh/bohr: 0.0278
Charge: 0

Last column: Löwdin charge in e.
Geometry (Å):
C -0.15 -0.27 1.14  -0.2100
C -0.52 -0.15 -0.28  -0.5580
P 0.61 0.17 -1.61  0.6825
H 0.71 0.36 1.39  0.0597
H -0.98 -0.03 1.81  0.0679
H 0.15 -1.31 1.33  0.0805
H -1.13 2.13 -0.74  0.0997
H -1.54 -0.39 -0.56  0.0198
H 1.18 -1.11 -1.68  -0.1246
H 1.67 0.59 -0.80  -0.1174



Number 6 is which compound? C2H3LiOPb